(1)
This record from the OMol25 dataset describes C10H31LiNO6 as an isolated structure at a distorted geometry. The level of theory is ωB97M-V/def2-TZVPD.

Structure (XYZ):
```
49
Properties=species:S:1:pos:R:3:forces:R:3
Li -1.29014 -1.08041 -0.30840 1.655 2.235 -0.853
C -2.65753 0.01829 1.57424 -2.490 -0.942 0.209
O -1.27447 -0.31191 1.49767 -2.572 -0.925 -2.837
H -3.17296 0.10610 0.56843 1.120 0.608 0.705
H -2.98729 0.83413 2.26573 0.920 -0.248 -0.881
H -3.22762 -0.84949 1.95792 0.475 0.113 0.206
H -0.83967 0.12252 2.15511 2.306 1.815 2.710
C -1.81074 -2.83281 0.19180 -1.378 -7.629 1.537
O -2.04272 -2.42942 -1.07335 0.530 -7.475 7.571
H -2.61940 -2.94265 0.97967 0.386 0.557 -1.233
H -1.00693 -2.34450 0.60162 1.916 0.599 1.505
H -1.46034 -3.92964 -0.00772 -0.167 1.448 1.489
H -2.98104 -2.12715 -1.39112 1.854 -2.318 5.783
C -3.29171 -2.08917 -2.70404 3.600 0.690 -8.818
O -2.39418 -1.16632 -2.10526 -1.861 13.859 -9.260
H -2.77736 -3.02955 -2.50223 -0.837 -0.324 -2.183
H -3.57661 -1.75277 -3.76406 1.195 -0.963 0.951
H -4.18606 -2.06463 -2.37288 -6.388 0.149 3.497
H -2.56016 -0.23247 -2.47592 -0.032 -1.397 -0.282
C -0.73897 2.25526 -0.77118 6.746 0.526 4.374
O -0.53467 0.97689 -1.32226 -0.470 -1.365 1.545
H -1.41262 2.55503 -1.33925 -6.392 4.075 -4.262
H 0.22750 2.95695 -0.90817 -1.994 -1.549 0.164
H -0.94823 2.34962 0.29189 -0.278 -0.689 0.034
H 0.21540 1.24042 -1.79135 1.996 -0.903 -1.974
C 2.52669 4.40636 2.95190 1.059 5.112 2.886
O 3.06118 3.32467 2.32317 -0.103 -0.457 0.061
C 2.08454 2.42681 1.86896 1.609 -1.525 1.735
C 2.80409 1.44471 0.99801 -2.561 -1.242 -1.418
N 1.86000 0.31012 0.59119 -0.691 2.965 1.211
C 2.62588 -0.76326 -0.02559 -3.220 1.369 -1.817
C 1.74410 -1.96440 0.02718 2.076 -1.670 -7.318
O 0.59574 -1.79799 -0.89866 -0.408 0.134 1.265
C 0.87569 -1.99017 -2.28588 -2.035 -2.561 0.951
H 2.01829 5.28460 2.34097 0.863 -2.085 0.272
H 3.54340 5.02256 3.40890 -3.082 -1.759 -0.918
H 1.74809 4.24925 3.82786 1.698 -0.357 -1.507
H 1.43408 3.00171 1.30764 -2.005 0.859 -1.304
H 1.55621 1.90418 2.72439 0.451 0.570 -0.765
H 3.67865 0.99547 1.32173 1.280 -1.151 2.294
H 3.32570 1.94164 0.20882 -0.539 0.959 -1.562
H 1.03729 0.67172 -0.04771 2.540 -1.241 1.600
H 3.48686 -1.08735 0.48748 1.544 0.660 0.432
H 2.64428 -0.25839 -1.02935 1.664 -1.969 0.036
H 1.47888 -2.21540 0.94453 -2.019 -0.559 4.187
H 2.35100 -2.92441 -0.32124 -1.121 1.779 0.288
H 1.44363 -1.25062 -2.64590 2.388 2.994 -1.334
H -0.00269 -2.06123 -2.99095 0.351 0.026 1.527
H 1.42697 -2.90291 -2.33433 0.423 -0.798 -0.499
```
Positions in Å, forces in eV/Å.

Summary:
Energy above the lowest of the compared OMol25 structures with the same formula, charge and spin (kcal/mol): 156.6
Charge: +1
Multiplicity: 1
DFT total energy (Ha): -912.62594
F_max (eV/Å): 16.8
HOMO energy (eV): -11.497

(2)
This record from the OMol25 dataset describes a 10-piece molecular cluster, C10H31N9O19 overall at a distorted geometry. The level of theory is ωB97M-V/def2-TZVPD.

Structure (XYZ):
```
69
Properties=species:S:1:pos:R:3:forces:R:3
C 2.06181 -4.31577 1.74268 1.519 1.351 -1.115
O 3.44289 -3.78544 1.69563 -0.960 -1.412 0.384
H 1.47913 -4.03259 2.61926 0.317 -0.227 0.218
H 1.56080 -3.89771 0.86957 -0.364 -0.007 -0.030
H 2.13427 -5.38807 1.56091 0.060 0.080 0.473
H 3.50523 -2.85753 1.93378 -0.626 0.163 0.076
C 1.87664 -2.18980 -2.90246 -0.571 0.367 -0.066
N 3.15986 -1.48541 -2.55746 1.645 -1.610 0.808
O 3.32741 -0.29391 -2.76253 -0.556 -1.116 0.045
O 4.01612 -2.24285 -2.04623 -1.299 1.553 -0.830
H 1.16467 -1.42190 -3.20499 0.032 -0.184 0.026
H 1.53571 -2.80099 -2.06680 0.173 0.577 0.391
H 1.99293 -2.95272 -3.67222 0.617 0.504 -0.306
C -1.86610 0.08597 -3.14917 -1.035 -0.123 -0.612
N -1.16281 0.88171 -4.25411 2.175 0.224 1.189
O -1.61853 1.97733 -4.58955 0.513 -2.002 0.189
O -0.07889 0.38090 -4.63590 -2.514 1.185 0.291
H -1.23573 -0.61715 -2.60478 0.449 0.213 -0.695
H -2.63489 -0.43428 -3.72048 0.045 -0.327 0.129
H -2.40596 0.66433 -2.39940 0.374 0.749 -0.455
C -3.22017 3.21204 1.89260 0.345 0.245 -0.067
N -4.08434 2.13137 1.39748 -3.143 1.073 -0.677
O -3.69447 0.99346 1.28554 0.016 0.405 -0.072
O -5.27821 2.52177 1.23031 2.324 -1.420 0.068
H -3.53058 3.20825 2.93746 0.860 0.236 0.199
H -3.50752 4.16853 1.45597 -0.240 -0.352 -0.112
H -2.17994 3.01362 1.63445 -0.108 -0.264 0.577
C 4.62008 0.69862 0.66858 1.114 -0.068 -0.164
N 4.25410 -0.20553 1.81130 -2.064 -0.939 -0.896
O 3.20255 -0.85286 1.61423 1.296 0.777 0.422
O 4.93656 -0.32598 2.79654 0.117 0.471 -0.512
H 3.90925 1.50422 0.48461 -0.073 -0.155 0.777
H 4.61983 0.13844 -0.26646 -0.057 -0.479 0.301
H 5.64068 1.01817 0.87922 -0.250 0.334 -0.036
C 2.53976 4.48515 1.23922 -1.094 -0.619 -0.220
N 1.98728 3.49433 2.19346 1.409 2.534 6.120
O 2.12591 2.33055 2.05152 -0.267 -2.342 -1.915
O 1.68135 3.94120 3.34655 -0.294 -0.089 -2.762
H 3.31538 3.92195 0.72026 -0.268 0.464 -0.399
H 2.89130 5.37850 1.75539 -0.129 -0.415 0.107
H 1.61079 4.68011 0.70339 0.653 0.470 -0.928
C -3.02548 -3.89724 -1.00739 -0.139 0.695 1.329
N -1.50561 -3.71171 -1.04617 0.413 1.056 -0.784
O -0.97837 -4.02922 -2.11014 -0.394 -0.043 1.116
O -0.91306 -3.11911 -0.13278 -1.436 -1.215 -1.305
H -3.35997 -4.92862 -1.11909 0.608 0.089 -0.238
H -3.51731 -3.23486 -1.71975 0.611 -0.245 -0.483
H -3.37273 -3.50956 -0.04968 0.326 -0.286 0.177
C -0.59315 4.12742 -2.61121 -0.974 -0.413 -0.459
N -1.02642 4.67007 -1.29816 -0.272 0.089 -0.134
O -2.20051 4.88481 -1.11188 -0.590 -0.097 -0.348
O -0.19128 4.87385 -0.45878 1.187 0.101 0.647
H -1.52633 3.84804 -3.10031 0.267 -0.019 -0.061
H 0.01423 3.23918 -2.43733 0.165 0.308 0.074
H -0.10620 4.89751 -3.20950 0.185 -0.040 0.404
C 0.28658 -0.34800 0.82437 0.456 -0.299 -0.420
N 0.25781 0.77911 -0.20037 0.075 -1.840 0.684
O 1.21479 0.95232 -0.91400 0.578 0.052 -0.035
O -0.77081 1.38805 -0.28969 -1.305 1.150 -0.125
H 0.59617 -1.25953 0.31313 0.356 0.289 -0.214
H -0.69971 -0.58603 1.22271 0.101 0.851 0.081
H 1.05801 -0.08489 1.54810 -0.341 -0.008 0.043
C -3.72994 -3.01962 3.07982 -0.038 0.123 1.419
N -2.34764 -2.57615 2.92395 0.949 -0.261 -0.911
O -1.54537 -3.45107 2.61027 -0.063 1.130 0.500
O -2.13709 -1.37669 3.04437 0.305 -0.979 -0.049
H -3.72409 -4.10686 3.15715 -0.285 0.198 -0.809
H -4.28951 -2.47736 2.31763 -0.299 -0.499 0.176
H -3.96112 -2.67385 4.08735 -0.583 0.289 -0.195
```
Positions in Å, forces in eV/Å.

Summary:
Energy above the lowest of the compared OMol25 structures with the same formula, charge and spin (kcal/mol): 13.7
Multiplicity: 1
DFT total energy (Ha): -2321.04547
F_max (eV/Å): 6.8
HOMO energy (eV): -9.502
SMILES: C[N+](=O)[O-].C[N+](=O)[O-].C[N+](=O)[O-].C[N+](=O)[O-].C[N+](=O)[O-].C[N+](=O)[O-].C[N+](=O)[O-].C[N+](=O)[O-].C[N+](=O)[O-].CO

(3)
This record from the OMol25 dataset describes a 6-piece molecular cluster, C10H31O6 overall at a distorted geometry. The level of theory is ωB97M-V/def2-TZVPD.

Structure (XYZ):
```
47
Properties=species:S:1:pos:R:3:forces:R:3
O 0.99887 -1.40364 1.27038 0.504 0.138 -0.488
H 1.57347 -1.72804 0.54987 -0.374 0.128 0.402
C -4.42359 0.27511 6.37383 -0.454 0.243 -0.208
C -3.09322 0.73807 5.81637 -0.080 -0.476 0.797
O -2.53232 -0.36372 5.13136 -0.145 0.172 -0.682
H -5.23423 0.28861 5.64527 0.200 -0.090 -0.404
H -4.78095 0.95198 7.14988 0.197 -0.215 0.406
H -4.31773 -0.76015 6.69808 -0.051 0.162 0.384
H -2.41805 0.93826 6.64833 0.002 0.384 0.237
H -3.21846 1.66571 5.25789 0.185 -0.136 -0.453
H -2.02897 -0.06429 4.37072 0.176 -0.080 -0.104
C -0.55510 5.91826 2.27581 0.129 -0.229 0.326
C 0.20687 4.61439 2.02848 0.162 -0.543 -0.484
O -0.66504 3.53687 1.66543 -0.518 0.674 0.405
H 0.12007 6.72314 2.56637 0.354 -0.028 -0.334
H -1.21675 5.86562 3.14042 -0.228 -0.451 -0.089
H -1.13943 6.25085 1.41788 0.074 -0.167 -0.065
H 0.82666 4.32414 2.87684 -0.211 0.146 0.432
H 0.92285 4.68618 1.20976 0.099 0.642 -0.184
H -0.18359 2.70728 1.70552 0.154 -0.148 -0.025
C -0.41177 0.88236 -5.66439 0.221 0.476 0.451
C -0.95273 0.95323 -4.23698 -1.013 -0.825 -0.574
O -0.49810 -0.19194 -3.53412 0.405 0.219 0.151
H -0.69662 1.75764 -6.24819 -0.091 0.066 0.001
H -0.82272 -0.00088 -6.15337 0.136 -0.033 0.042
H 0.67662 0.82497 -5.65003 0.015 -0.083 -0.069
H -2.03150 0.82420 -4.32483 -0.367 0.210 -0.009
H -0.84561 1.89035 -3.69070 0.678 0.038 -0.126
H -0.22348 0.06016 -2.64945 0.026 -0.139 0.199
C -1.99945 -5.80368 -3.94768 -0.350 -1.019 -1.106
C -0.91122 -6.19925 -2.97478 -1.476 1.069 0.633
O -1.07977 -5.29332 -1.87194 0.937 -0.563 -0.083
H -1.87421 -4.79911 -4.35173 0.219 0.083 0.141
H -3.01427 -5.87836 -3.55694 0.174 0.061 0.445
H -1.98989 -6.48695 -4.79689 0.057 -0.022 -0.353
H 0.05143 -6.16480 -3.48488 0.315 0.161 0.313
H -1.06627 -7.18824 -2.54353 0.038 -0.050 -0.208
H -1.05362 -4.40987 -2.24667 0.087 0.274 0.232
C 6.05521 -0.69840 -0.56245 -0.160 0.618 0.094
C 5.35338 0.64076 -0.26657 0.470 -0.747 0.032
O 4.97707 0.74803 1.09223 0.298 0.307 -0.221
H 6.91458 -0.84883 0.09096 -0.017 0.210 0.172
H 6.45104 -0.61929 -1.57495 -0.174 -0.485 -0.220
H 5.39013 -1.54758 -0.40538 -0.043 0.002 -0.347
H 4.47989 0.78905 -0.90150 -0.077 -0.156 -0.193
H 6.06811 1.41925 -0.53345 -0.060 0.326 0.403
H 4.21241 0.17586 1.18973 -0.419 -0.125 0.332
```
Positions in Å, forces in eV/Å.

Summary:
Energy above the lowest of the compared OMol25 structures with the same formula, charge and spin (kcal/mol): 78.5
Charge: -1
Multiplicity: 1
DFT total energy (Ha): -850.93668
F_max (eV/Å): 1.9
HOMO energy (eV): -2.544

(4)
This record from the OMol25 dataset describes C10H32ClF9NO14PSi2 as an isolated structure at a distorted geometry. The level of theory is ωB97M-V/def2-TZVPD.

Structure (XYZ):
```
70
Properties=species:S:1:pos:R:3:forces:R:3
C 3.61934 -1.98608 1.94047 -0.999 -0.087 -0.163
O 2.23707 -2.35342 1.86370 0.444 0.195 -0.361
C 1.58724 -1.59166 0.83201 -0.656 -0.486 1.303
C 0.15160 -1.32416 1.29946 -0.105 0.135 -0.873
C -0.90832 -2.26069 0.63698 0.219 1.908 0.515
Si -2.46449 -1.23632 0.53796 0.829 -1.725 1.768
O -3.80274 -2.30730 0.48390 0.326 1.366 -0.335
N -3.39422 -3.48742 -0.22076 -0.260 -0.611 -0.586
O -4.23597 -3.88651 -0.91399 0.173 0.189 0.481
O -2.51181 -0.30548 1.94620 -1.201 0.245 -1.707
Si -3.44867 1.04659 1.96890 -0.221 0.191 1.760
O -4.53729 1.10518 0.73005 0.394 0.106 0.113
Cl -4.57214 0.97033 3.72911 0.272 0.064 -0.470
C -2.34240 2.53489 2.14177 0.559 -0.158 -0.165
C -1.33157 2.70919 0.98473 -0.571 -0.527 0.635
C -0.11032 3.45017 1.47125 -1.106 0.215 -0.938
F -0.50696 4.53033 2.15741 -0.141 1.052 0.320
F 0.59386 2.71415 2.31480 0.957 -0.935 0.745
C 0.81466 3.96845 0.35500 -0.119 -1.032 0.619
F 0.10438 4.73254 -0.45660 -0.750 0.640 -0.763
F 1.71480 4.75334 0.92117 1.167 0.580 0.549
C 1.53346 2.86221 -0.48992 1.015 1.714 0.052
F 1.31800 1.64847 -0.06172 -0.560 -1.339 0.546
F 1.11486 2.97641 -1.75143 -0.631 -0.176 -1.019
C 3.06984 3.05460 -0.55973 -1.085 -1.314 -0.498
F 3.61426 2.86484 0.59098 0.828 0.132 2.012
F 3.53704 2.10271 -1.36248 0.315 -0.873 -0.908
F 3.40171 4.18723 -1.08035 0.383 1.893 -0.495
P -2.24451 -0.12589 -1.39511 -0.543 -0.358 -1.702
O -2.10469 -1.19527 -2.42449 0.143 -0.775 0.035
H 4.03500 -1.95020 0.93761 0.350 -0.131 -0.042
H 4.10781 -2.72273 2.56668 0.198 0.002 0.083
H 3.68226 -0.98341 2.37407 0.251 0.022 0.150
H 1.57853 -2.15689 -0.09976 0.261 0.330 0.097
H 2.10654 -0.64609 0.72714 0.178 0.131 -0.229
H 0.08049 -1.35766 2.37977 0.100 -0.083 0.206
H -0.06722 -0.28136 1.03461 0.001 0.084 -0.018
H -1.02896 -3.13130 1.25612 -0.112 -0.465 -0.228
H -0.53520 -2.47649 -0.35773 -0.216 -0.552 -0.122
H -5.17632 1.81678 0.87850 -0.044 -0.191 -0.193
H -2.87257 3.45517 2.36185 -0.222 0.104 -0.111
H -1.73206 2.34085 3.02607 -0.218 -0.214 0.281
H -1.81472 3.21790 0.15697 0.210 -0.029 -0.315
H -0.98663 1.70886 0.73324 0.064 0.007 -0.540
H -3.39770 0.62514 -1.73729 0.419 0.600 0.510
H -1.08228 0.68334 -1.46572 -0.355 0.499 0.557
O 3.57179 -1.09371 -1.29067 -0.029 0.132 -0.212
H 3.53838 -1.69986 -2.03895 -0.090 -0.020 0.083
H 4.02779 -0.32103 -1.63795 0.148 -0.171 -0.014
O -6.21368 0.72146 -2.56547 0.070 -0.081 0.155
H -6.03445 0.74561 -1.61847 -0.011 -0.024 -0.050
H -6.23956 -0.21917 -2.77468 0.010 0.061 -0.039
O 1.64310 1.10340 -4.28596 0.117 0.111 0.016
H 1.51598 1.61166 -3.47843 -0.024 -0.071 -0.014
H 2.29801 1.60656 -4.78196 -0.056 -0.067 -0.018
O -0.42074 -5.23899 1.11085 -0.142 -0.563 0.211
H -1.21897 -5.78016 1.06432 -0.023 0.103 -0.200
H 0.21454 -5.70355 0.55470 0.047 0.144 0.024
O 1.43392 -3.59348 -1.63105 0.033 -0.290 -0.410
H 1.91303 -4.38921 -1.88897 -0.007 0.056 0.039
H 0.85636 -3.40774 -2.38265 -0.030 0.060 0.084
O 6.23270 0.12608 -2.15048 -0.021 0.216 -0.048
H 7.13166 0.29144 -2.45497 -0.056 -0.059 0.010
H 5.85760 1.00471 -2.02039 0.124 -0.001 0.008
O -1.39868 -6.62514 3.82072 0.049 -0.091 -0.091
H -0.96005 -6.19796 3.07472 0.145 0.144 0.098
H -0.69666 -7.11642 4.25989 -0.068 0.041 -0.001
O -1.66385 5.31163 -2.52197 0.049 -0.022 -0.096
H -1.20027 5.79806 -3.21199 -0.105 -0.015 0.011
H -0.98096 4.77254 -2.11160 -0.072 0.063 -0.100
```
Positions in Å, forces in eV/Å.

Summary:
Multiplicity: 1
DFT total energy (Ha): -3787.81613
F_max (eV/Å): 2.6
HOMO energy (eV): -8.998